Molecular formula: C44H90O29S8
Method: DFT, wB97M-V/def2-TZVPD

The geometry in ORCA input format:
```
! RIJCOSX wB97M-V def2-TZVPD def2/J DEFGRID3
* xyz 0 1
C -4.188 -2.267 -4.282
C -2.991 -2.367 -3.385
C -3.009 -3.261 -2.127
O -1.777 -3.946 -2.152
C -1.125 -3.703 -3.321
O -0.039 -4.110 -3.588
O -1.912 -3.011 -4.152
H -4.922 -1.592 -3.823
H -4.756 -3.197 -4.325
H -3.926 -1.819 -5.235
H -2.556 -1.394 -3.157
H -3.901 -3.892 -2.107
H -3.109 -2.618 -1.255
C -5.285 1.767 3.523
C -5.376 0.308 3.108
C -6.695 -0.074 2.448
O -6.307 -0.930 1.375
C -5.014 -0.705 1.090
O -4.426 -1.175 0.162
O -4.424 0.022 2.050
H -5.316 1.858 4.604
H -6.051 2.382 3.053
H -4.298 2.095 3.199
H -5.135 -0.313 3.968
H -7.316 0.767 2.139
H -7.313 -0.660 3.133
C -0.212 2.796 1.806
C -0.295 3.358 3.193
C 0.817 4.356 3.613
O 0.109 5.543 3.951
C -1.229 5.357 3.830
O -2.039 6.181 4.082
O -1.496 4.139 3.311
H -0.125 3.541 1.010
H -1.081 2.167 1.607
H 0.655 2.134 1.714
H -0.292 2.566 3.944
H 1.501 4.532 2.782
H 1.365 3.971 4.468
C 1.074 -4.138 4.024
C 0.359 -4.793 2.862
C 0.520 -4.080 1.524
O 1.290 -4.972 0.734
C 1.356 -6.168 1.352
O 1.896 -7.132 0.911
O 0.813 -6.118 2.597
H 0.899 -4.690 4.952
H 0.570 -3.193 4.243
H 2.137 -3.991 3.853
H -0.704 -4.761 3.132
H 1.022 -3.141 1.757
H -0.400 -3.780 1.028
C 4.005 4.513 1.218
C 2.850 4.164 0.319
C 2.857 4.823 -1.082
O 2.634 3.742 -1.971
C 2.619 2.571 -1.309
O 2.417 1.514 -1.816
O 2.876 2.749 -0.004
H 4.086 3.829 2.061
H 3.811 5.507 1.634
H 4.964 4.559 0.701
H 1.899 4.293 0.837
H 3.840 5.275 -1.216
H 2.048 5.539 -1.181
C 4.269 0.493 2.135
C 2.909 0.058 2.643
C 2.910 -1.273 3.393
O 2.360 -1.005 4.673
C 2.165 0.321 4.810
O 1.814 0.863 5.807
O 2.441 0.976 3.661
H 4.881 -0.361 1.840
H 4.830 1.069 2.868
H 4.117 1.083 1.231
H 2.157 0.034 1.861
H 3.909 -1.714 3.469
H 2.418 -2.032 2.787
C 4.667 -7.192 2.672
C 5.193 -5.887 2.156
C 5.637 -5.826 0.694
O 5.125 -4.571 0.223
C 4.283 -4.056 1.138
O 3.640 -3.063 1.002
O 4.174 -4.870 2.206
H 5.511 -7.864 2.871
H 4.039 -7.732 1.964
H 4.159 -7.072 3.627
H 6.017 -5.558 2.799
H 5.195 -6.611 0.080
H 6.721 -5.830 0.611
C -1.850 -1.142 3.809
S -1.871 -0.198 5.334
O -2.958 0.813 5.150
C -2.482 -1.456 6.437
H -2.697 -1.820 3.718
H -0.874 -1.611 3.700
H -1.932 -0.406 3.012
H -3.486 -1.822 6.236
H -2.411 -1.133 7.477
H -1.745 -2.271 6.414
C -4.180 5.947 0.132
S -4.702 4.523 1.091
O -5.910 3.896 0.478
C -3.328 3.482 0.593
H -4.974 6.695 0.071
H -4.152 5.623 -0.920
H -3.238 6.378 0.452
H -3.379 3.350 -0.488
H -3.472 2.513 1.069
H -2.419 3.988 0.899
C -1.548 6.104 -2.871
S -0.680 4.758 -2.043
O -1.140 4.792 -0.625
C -1.594 3.428 -2.839
H -1.073 7.045 -2.625
H -2.602 6.029 -2.603
H -1.506 5.888 -3.942
H -1.255 2.483 -2.416
H -1.535 3.461 -3.924
H -2.646 3.534 -2.555
C 5.133 -0.555 -1.394
S 6.390 0.629 -0.919
O 7.062 0.048 0.278
C 7.477 0.368 -2.329
H 4.427 -0.745 -0.593
H 5.630 -1.478 -1.697
H 4.561 -0.157 -2.235
H 7.938 -0.619 -2.289
H 8.234 1.147 -2.269
H 6.909 0.463 -3.255
C 4.586 -1.644 -5.217
S 3.658 -2.914 -4.336
O 2.922 -2.194 -3.269
C 2.400 -3.174 -5.579
H 4.821 -2.037 -6.208
H 5.526 -1.408 -4.724
H 3.939 -0.768 -5.266
H 1.886 -2.210 -5.667
H 1.647 -3.868 -5.211
H 2.760 -3.410 -6.580
C -0.862 -0.677 -6.550
S -0.780 0.786 -5.510
O -1.645 0.478 -4.338
C 0.903 0.533 -4.957
H -0.221 -0.543 -7.424
H -1.908 -0.771 -6.834
H -0.528 -1.589 -6.054
H 1.594 0.756 -5.776
H 1.070 -0.428 -4.471
H 1.178 1.292 -4.215
C -1.338 -0.156 -0.914
S 0.160 -0.222 0.091
O -0.133 -1.081 1.280
C 1.121 -1.214 -1.043
H -1.780 0.831 -0.738
H -2.045 -0.903 -0.562
H -1.147 -0.202 -1.987
H 1.334 -0.642 -1.941
H 0.672 -2.202 -1.137
H 2.113 -1.369 -0.606
C -7.480 1.869 -1.609
S -6.314 0.563 -1.993
O -6.639 0.163 -3.394
C -4.804 1.523 -2.144
H -7.379 2.598 -2.420
H -7.202 2.403 -0.697
H -8.498 1.493 -1.638
H -4.410 1.736 -1.150
H -4.951 2.465 -2.671
H -4.138 0.859 -2.693
*
```

As for the energy above the lowest of the compared OMol25 structures with the same formula, charge and spin: 0.0 kcal per mole. For the orbital gap, the calculation gives 8.42 eV. Its total energy is -193144.102 eV. The LUMO energy comes out at -0.053 eV.

These are the Löwdin partial charges, in e, on atoms 1 to 8:
1. C -0.002
2. C -0.277
3. C -0.091
4. O 0.070
5. C -0.564
6. O 0.147
7. O 0.062
8. H 0.065

Molecular formula: C18H52N4O6
Method: DFT, wB97M-V/def2-TZVPD

The geometry in ORCA input format:
```
! RIJCOSX wB97M-V def2-TZVPD def2/J DEFGRID3
* xyz 0 1
C 1.173 3.843 2.280
O 2.344 3.039 1.956
C 1.961 1.869 1.222
C 3.201 1.455 0.513
C 4.330 1.152 1.561
N 3.531 2.483 -0.478
H 0.648 4.250 1.384
H 1.592 4.618 2.891
H 0.429 3.302 2.935
H 1.672 1.077 1.926
H 1.101 2.053 0.581
H 3.011 0.531 -0.042
H 4.018 0.390 2.256
H 4.618 2.026 2.109
H 5.231 0.746 1.000
H 4.491 2.476 -0.732
H 3.449 3.426 -0.123
C 1.703 -0.509 -2.688
O 0.947 0.560 -2.175
C 0.074 1.126 -3.071
C -0.379 2.450 -2.491
C -1.269 3.192 -3.473
N 0.686 3.284 -1.995
H 2.413 -0.665 -1.897
H 2.185 -0.169 -3.635
H 1.093 -1.351 -2.982
H 0.397 1.217 -4.095
H -0.877 0.538 -3.159
H -0.931 2.183 -1.593
H -2.135 2.556 -3.811
H -0.681 3.534 -4.344
H -1.666 4.041 -2.946
H 1.306 2.688 -1.449
H 1.117 3.608 -2.844
C 2.556 0.235 5.024
O 2.931 -1.024 4.472
C 1.873 -1.735 3.876
C 2.199 -3.202 3.532
C 3.133 -3.185 2.320
N 0.946 -3.857 3.117
H 2.350 0.981 4.271
H 3.413 0.490 5.652
H 1.637 0.182 5.702
H 1.015 -1.685 4.567
H 1.535 -1.215 2.974
H 2.708 -3.562 4.405
H 2.579 -2.986 1.383
H 3.722 -4.130 2.240
H 3.847 -2.371 2.535
H 1.050 -4.860 2.853
H 0.252 -3.729 3.878
C -2.902 -0.786 -3.640
O -3.324 -0.164 -2.433
C -4.687 0.086 -2.409
C -5.054 0.645 -1.012
C -4.667 -0.352 0.077
N -6.506 0.942 -0.949
H -3.164 -0.204 -4.517
H -3.401 -1.792 -3.749
H -1.850 -0.913 -3.496
H -5.034 0.811 -3.215
H -5.261 -0.804 -2.687
H -4.559 1.605 -0.855
H -4.898 -1.363 -0.232
H -5.113 -0.212 1.082
H -3.540 -0.454 0.181
H -7.032 0.079 -0.655
H -6.599 1.560 -0.169
C -1.847 -3.420 -2.033
O -0.594 -2.911 -2.246
H -2.436 -2.805 -1.303
H -2.431 -3.319 -2.934
H -1.818 -4.462 -1.706
H -0.174 -2.935 -1.345
C -0.374 -1.382 0.662
O 0.024 -2.754 0.622
H -1.300 -1.223 1.216
H 0.403 -0.785 1.138
H -0.543 -1.024 -0.363
H 0.148 -3.024 1.581
*
```

As for the energy above the lowest of the compared OMol25 structures with the same formula, charge and spin: 26.9 kcal per mole. As for the SMILES: COC[C@H](C)N.COC[C@H](C)N.COC[C@H](C)N.COC[C@H](C)N.CO.CO. For the orbital gap, the calculation gives 9.38 eV. Its total energy is -37751.191 eV. The LUMO energy comes out at 0.674 eV.

These are the Löwdin partial charges, in e, on atoms 1 to 8:
1. C -0.080
2. O -0.206
3. C -0.226
4. C -0.407
5. C -0.034
6. N 0.057
7. H 0.095
8. H 0.071

Molecular formula: C28H40Cl2N3S
Method: DFT, wB97M-V/def2-TZVPD

The geometry in ORCA input format:
```
! RIJCOSX wB97M-V def2-TZVPD def2/J DEFGRID3
* xyz 1 1
C -0.500 0.274 0.743
C 0.185 -1.096 0.638
C 0.439 -1.619 -0.809
C 0.042 -0.669 -1.921
N 0.464 -1.201 -3.239
C 0.680 -0.114 -4.173
C -0.399 0.481 -4.820
C -0.201 1.537 -5.697
C 1.084 2.006 -5.938
C 2.162 1.408 -5.288
C 1.977 0.334 -4.407
C 3.127 -0.291 -3.738
Cl 3.382 0.050 -2.054
C 3.994 -1.098 -4.336
C 5.192 -1.712 -3.706
Cl 3.728 -1.543 -5.992
S 3.778 2.055 -5.627
C 3.347 3.779 -5.718
C 4.195 4.753 -5.208
C 3.839 6.088 -5.347
C 2.642 6.428 -5.972
C 1.785 5.450 -6.457
C 2.141 4.110 -6.336
N 1.260 3.102 -6.840
H -0.628 0.569 1.784
H 0.138 1.035 0.307
H -1.470 0.307 0.258
H -0.446 -1.795 1.187
H 1.130 -1.003 1.163
H -0.103 -2.554 -0.908
H 1.502 -1.793 -0.914
H -1.020 -0.419 -1.916
H 0.584 0.261 -1.788
H -0.300 -1.732 -3.641
H -1.404 0.127 -4.643
H -1.022 2.018 -6.201
H 5.885 -2.041 -4.471
H 5.721 -0.999 -3.085
H 4.916 -2.578 -3.111
H 5.108 4.452 -4.721
H 4.485 6.858 -4.957
H 2.360 7.463 -6.086
H 0.852 5.688 -6.937
H 1.589 2.762 -7.737
C -2.186 0.906 7.009
C -3.484 0.437 6.354
C -3.878 -0.992 6.734
C -2.968 -2.123 6.278
N -2.856 -2.339 4.781
C -1.742 -1.486 4.206
C -0.493 -2.319 4.385
C -0.965 -3.720 4.009
C -2.415 -3.784 4.497
C -4.143 -2.079 4.075
H -1.334 0.275 6.743
H -1.949 1.922 6.696
H -2.276 0.904 8.095
H -3.412 0.558 5.270
H -4.293 1.098 6.671
H -4.903 -1.195 6.415
H -3.904 -1.057 7.824
H -3.354 -3.054 6.689
H -1.954 -1.992 6.653
H -1.961 -1.331 3.149
H -1.715 -0.529 4.718
H -0.145 -2.290 5.419
H 0.322 -1.972 3.753
H -0.353 -4.501 4.453
H -0.928 -3.856 2.928
H -2.525 -4.362 5.409
H -3.079 -4.194 3.743
H -4.403 -1.029 4.158
H -4.917 -2.702 4.515
H -4.010 -2.333 3.027
*
```

For the orbital gap, the calculation gives 7.10 eV. Its total energy is -70029.463 eV. The LUMO energy comes out at -2.349 eV.

These are the Löwdin partial charges, in e, on atoms 1 to 8:
1. C -0.118
2. C -0.239
3. C -0.191
4. C -0.249
5. N 0.016
6. C -0.232
7. C -0.013
8. C 0.004